This record from OMol25 describes 2 unconnected molecules or ions with the total composition C3H5N3 at a distorted geometry. The level of theory is the ωB97M-V functional and the def2-TZVPD basis.

Geometry as XYZ:
```
11
Properties=species:S:1:pos:R:3
N 2.82332 -0.03816 0.68841
N -0.09483 -1.24868 -1.57388
N 1.91560 0.73147 0.35984
C 0.91876 1.36546 0.16647
C -2.00839 -0.59476 0.08911
C -0.94250 -0.97075 -0.83777
H 3.65127 0.51399 0.92796
H 0.57253 1.73140 -0.78993
H -2.77334 -0.02056 -0.43995
H -1.59347 0.01939 0.89341
H -2.46894 -1.48880 0.51633
```

Summary:
energy: -281.45838 hartree

***

This record from OMol25 describes C3H5N3 in the gas phase at a distorted geometry. The level of theory is the ωB97M-V functional and the def2-TZVPD basis.

Geometry as XYZ:
```
11
Properties=species:S:1:pos:R:3
N -0.03767 0.18028 -0.00755
N 2.10334 0.86566 0.10436
N 2.08430 -0.50961 0.09269
C 0.83878 -0.85758 0.02976
C -1.47879 -0.24934 -0.07001
C 0.87818 1.30068 0.04839
H -1.65783 -0.88412 -0.94929
H 0.68060 2.37487 0.03933
H 0.52385 -1.89128 0.01851
H -2.21258 0.55085 -0.10027
H -1.72219 -0.88041 0.79408
```

Summary:
energy: -281.53996 hartree
structure (SMILES): Cn1cnnc1

***

This record from OMol25 describes C3H5N3 in the gas phase. The level of theory is the ωB97M-V functional and the def2-TZVPD basis.

Geometry as XYZ:
```
11
Properties=species:S:1:pos:R:3
N 1.26551 -0.81558 -0.15568
N -1.78255 0.91029 -0.43062
N 0.17505 0.73568 0.98695
C 1.16351 -0.11790 1.00834
C 0.24451 -0.37666 -0.97675
C -0.43436 0.53824 -0.22691
H 1.78438 -0.30490 1.87160
H 0.07542 -0.75231 -1.97521
H -2.26574 0.14269 0.03396
H -1.99188 1.71992 0.14530
H 1.76616 -1.67948 -0.28098
```

Summary:
energy: -281.57609 hartree
structure (SMILES): Nc1c[nH]cn1